# 1
CH3IN2 | ωB97M-V/def2-TZVPD

Last column: natural (NBO) charge in e.
Element x y z (Å)
I1 -1.84532 0.95395 1.25763  0.122
N1 0.09596 0.19170 -0.90471  -0.486
N2 1.14429 0.15571 0.09710  -0.476
C1 -0.43530 -0.31742 0.30221  -0.097
H1 1.49056 1.05871 0.29886  0.355
H2 -0.71242 -1.45868 0.45276  0.237
H3 0.26223 -0.58396 -1.50384  0.345

As for the largest force on an atom: 4.7 eV/Å. Its structure (SMILES) is IC1NN1. Its electronic energy is -12163.2573 eV. The calculation puts the gap between HOMO and LUMO at 9.7 eV. The value obtained for the energy above the lowest of the compared OMol25 structures with the same formula, charge and spin is 32.7 kcal per mole.


# 2
C31H55BrNP3Sn | ωB97M-V/def2-TZVPD

Last column: Mulliken charge in e.
Element x y z (Å)
Sn1 -1.70460 1.51111 0.25342  0.862
Br1 0.14484 0.05918 2.20946  -0.062
P1 -2.10888 -1.52428 1.80893  0.673
P2 2.25251 -0.86078 0.67477  0.661
P3 0.67553 4.36020 3.28344  0.197
N1 -1.72530 -1.59514 -9.73912  -0.449
C1 -0.57160 -1.14560 -9.22666  -0.368
C2 -4.67819 -2.46583 1.18312  -1.462
C3 0.72192 0.87238 -2.88982  -0.966
C4 1.94959 4.53390 1.98104  0.365
C5 -1.95632 -4.38006 1.78653  -1.555
C6 4.13204 -2.94232 1.43655  -1.231
C7 -3.68886 -1.33617 0.90644  -0.188
C8 -0.93180 4.22744 2.45330  0.395
C9 2.59245 -1.68913 -0.92886  -0.888
C10 3.11522 5.38306 2.51532  -1.275
C11 -1.59808 5.61107 2.51582  -1.407
C12 -0.83094 -0.95083 -2.60582  -0.915
C13 -0.42936 -0.08330 -4.90473  -0.672
C14 -1.48659 -1.09206 -6.95918  0.701
C15 -1.36672 -3.09651 1.20698  0.141
C16 -0.19256 -0.04625 -3.46992  1.262
C17 0.75437 2.76190 5.55205  -1.428
C18 1.85519 -3.02618 -1.01675  -1.383
C19 -3.05770 -0.62775 4.30531  -1.237
C20 3.19494 -1.83654 1.93952  -0.410
C21 -0.41170 -0.86183 -7.84689  -0.455
C22 -1.37125 -0.86461 -5.51659  0.003
C23 0.73721 1.10466 -1.50778  -1.614
C24 -2.67749 -1.62434 -7.53299  -0.490
C25 3.76609 1.11735 -0.70809  -1.378
C26 3.20687 0.71733 0.65328  0.445
C27 -2.75921 -1.82326 -8.91779  -0.352
C28 1.10201 2.78166 4.06846  1.048
C29 -0.73110 -0.79461 -1.21553  0.184
C30 0.08297 0.19534 -0.64956  -0.185
C31 -2.50918 -1.84723 3.56578  -0.555
H1 1.72167 -3.30647 -2.06844  0.366
H2 1.01035 1.79481 5.98887  0.399
H3 3.75604 5.69686 1.68417  0.403
H4 1.30926 3.53897 6.08075  0.426
H5 -1.51639 3.47780 3.01520  0.410
H6 -1.39700 -3.15768 0.10850  0.415
H7 -4.11661 -0.36377 1.20070  0.455
H8 -1.39201 -1.76979 -3.05082  0.351
H9 2.51692 1.47722 1.04643  -1.050
H10 -3.55121 -1.84503 -6.93063  0.377
H11 0.26024 -0.99148 -9.92982  0.374
H12 -1.52261 6.04797 3.51785  0.412
H13 -1.55051 -5.25373 1.26519  0.445
H14 -3.04350 -4.42187 1.69313  0.301
H15 4.38754 2.01539 -0.58232  0.475
H16 -4.52916 -3.31673 0.50811  0.395
H17 -2.12722 -1.41030 -4.94854  0.269
H18 2.40970 -3.82001 -0.50727  0.323
H19 -1.13261 6.32789 1.82904  0.377
H20 3.68446 -1.81348 -1.03041  0.761
H21 -3.68475 -2.17672 -9.39706  0.368
H22 4.37269 0.32009 -1.15691  0.349
H23 -5.71411 -2.12968 1.04363  0.422
H24 2.18344 2.61295 3.92874  0.460
H25 -2.65503 5.53382 2.25352  0.405
H26 0.53947 2.01559 3.50929  -1.099
H27 -1.38242 -1.39238 -0.58596  0.213
H28 2.44220 -2.24120 2.63510  0.483
H29 3.78380 -1.10258 2.51282  0.632
H30 0.18056 0.58105 -5.54520  0.442
H31 -3.16387 -2.72857 3.64963  0.622
H32 -0.30717 2.93383 5.74736  0.354
H33 3.59693 -3.83071 1.08290  0.312
H34 -3.24441 -0.86752 5.35842  0.418
H35 -3.99791 -0.25283 3.89577  0.332
H36 4.77865 -2.58642 0.62315  0.333
H37 3.74341 4.82590 3.22330  0.342
H38 2.98676 1.37178 -1.43538  0.325
H39 -1.70112 -4.49008 2.84340  0.385
H40 1.26374 1.98593 -1.13140  1.127
H41 1.46797 5.02165 1.11454  0.502
H42 2.25338 -1.02097 -1.73479  0.331
H43 -1.54461 -2.10560 4.02745  0.483
H44 4.02785 0.61787 1.38401  0.740
H45 4.78864 -3.26429 2.25715  0.417
H46 0.53512 -0.46960 -7.47809  0.334
H47 -0.30252 -3.02670 1.47810  -0.006
H48 -2.33704 0.19750 4.29793  0.195
H49 1.38508 1.39606 -3.58560  0.539
H50 2.75893 6.28390 3.03349  0.400
H51 2.28240 3.51357 1.71627  -0.425
H52 -0.76793 3.88772 1.41319  -0.362
H53 -4.60321 -2.83110 2.21364  0.328
H54 -3.49325 -1.25022 -0.17440  0.360
H55 0.85463 -2.96059 -0.57118  0.244

As for the largest force on an atom: 2.8 eV/Å. Its electronic energy is -138223.5614 eV. As for the charge: +4. The calculation puts the gap between HOMO and LUMO (spin up / spin down) at 3.5 / 3.6 eV.


# 3
C3GaLiO3 | ωB97M-V/def2-TZVPD

Last column: Mulliken charge in e.
Element x y z (Å)
Ga1 -2.58632 1.88162 1.07004  1.203
O1 2.27367 -1.91797 0.33505  0.304
O2 0.11170 0.74244 -0.93577  -0.100
O3 -1.60315 0.61916 0.66208  -0.018
C1 0.25138 -0.68741 -0.38024  0.261
C2 1.36814 -1.27958 0.07348  0.520
C3 -0.75158 0.21788 -0.08315  0.839
Li1 0.96454 2.11813 -2.16778  0.990

As for the largest force on an atom: 8.6 eV/Å. Its electronic energy is -61771.2017 eV. As for the charge: +4. The calculation puts the gap between HOMO and LUMO (spin up / spin down) at 9.6 / 6.8 eV.


# 4
C27H51N2OOsP3Se | ωB97M-V/def2-TZVPD

Last column: Mulliken spin population.
Element x y z (Å)
Os1 -0.08254 0.82946 0.58791  0.996
Se1 -2.58786 0.57492 0.87131  0.676
P1 0.57511 -0.36708 2.59337  -0.035
P2 2.03134 1.52864 -0.15751  0.037
P3 -0.53046 2.75130 1.73103  0.016
O1 3.67104 -2.81029 -0.98304  0.297
N1 2.82301 -4.87261 -0.50837  0.625
N2 -0.02456 -1.00437 -0.61151  0.006
C1 0.82609 3.73588 2.51099  -0.005
C2 -3.63256 1.45732 -0.46152  0.033
C3 -1.02372 -1.59197 -1.30776  0.011
C4 1.13872 -1.67844 -0.54489  0.005
C5 1.83348 -5.77287 1.62388  0.078
C6 0.27279 -3.59799 -1.73656  -0.012
C7 -5.02022 1.56475 -0.19842  0.073
C8 -6.63154 4.26249 -5.42445  0.427
C9 2.02331 3.22109 -0.89562  0.003
C10 -0.90812 -2.87203 -1.86740  0.007
C11 -3.11766 1.91420 -1.68464  0.058
C12 -5.33515 2.64583 -2.34369  0.068
C13 1.30726 -2.97997 -1.02455  -0.078
C14 4.20035 -5.28269 -0.19115  -0.016
C15 1.76538 -5.70763 0.10873  -0.026
C16 -5.86472 2.14746 -1.13966  -0.043
C17 5.08738 -5.35366 -1.42171  0.085
C18 3.31305 1.69960 1.17017  0.012
C19 3.03423 0.69468 -1.46287  0.007
C20 -1.71601 2.70668 3.14255  0.016
C21 -3.96900 2.52727 -2.61067  -0.040
C22 1.66895 -1.85047 2.52221  -0.001
C23 -0.87674 -1.15678 3.41075  0.031
C24 -5.78443 4.86886 -6.27258  0.453
C25 -1.30161 4.02111 0.65419  0.006
C26 2.68472 -3.54777 -0.83596  -0.018
C27 1.37093 0.56384 3.97434  0.004
H1 -6.93573 2.21295 -0.94105  -0.001
H2 1.58807 -0.12041 4.80666  -0.001
H3 1.62307 3.97194 -0.20594  0.001
H4 4.23647 2.11842 0.74514  -0.001
H5 2.31685 1.00094 3.63534  -0.001
H6 2.63597 -1.61068 2.06416  -0.001
H7 -0.72828 4.12446 -0.27359  -0.001
H8 -1.56240 -0.39679 3.79952  0.000
H9 -2.32393 3.72065 0.39778  -0.004
H10 -5.49411 5.91998 -6.14138  0.027
H11 4.62842 -4.55043 0.51714  0.047
H12 2.78280 -6.22148 1.94557  0.000
H13 5.16323 -4.37182 -1.90006  -0.002
H14 1.01811 -6.39639 2.00251  -0.002
H15 0.41080 -4.60565 -2.13736  -0.002
H16 -1.97388 -1.04530 -1.36691  0.003
H17 0.78316 -5.33512 -0.21045  0.003
H18 3.54211 0.71489 1.59696  -0.002
H19 3.04411 3.49955 -1.19083  -0.001
H20 -1.40581 -1.76934 2.66952  0.004
H21 -0.20657 1.66249 -0.78702  0.038
H22 1.36283 3.13775 3.25419  0.000
H23 1.74361 -4.77353 2.06315  -0.001
H24 -5.98766 3.12110 -3.08036  0.036
H25 1.96298 -1.15218 -0.05175  -0.009
H26 3.48114 -0.24277 -1.10877  0.001
H27 -2.05636 1.78367 -1.90404  -0.003
H28 -5.38156 4.34962 -7.15259  0.027
H29 -6.94968 3.22287 -5.57974  0.032
H30 3.83310 1.37493 -1.79256  0.001
H31 -1.46712 1.91218 3.85441  -0.004
H32 1.18818 -2.64219 1.93469  0.004
H33 0.71418 1.36016 4.34191  0.000
H34 2.96267 2.36666 1.96518  0.002
H35 6.08698 -5.67270 -1.11480  -0.003
H36 0.37839 4.59935 3.02385  -0.001
H37 -2.73576 2.53740 2.77468  -0.007
H38 -7.08175 4.80391 -4.58145  0.030
H39 1.53828 4.10787 1.76809  0.000
H40 1.39178 3.18541 -1.79111  0.001
H41 -1.68000 3.67209 3.66708  0.002
H42 1.88547 -6.71235 -0.31973  0.030
H43 -0.53699 -1.80706 4.22975  0.005
H44 1.83874 -2.22961 3.54158  -0.001
H45 -1.31720 4.98630 1.17967  0.000
H46 4.68502 -6.08652 -2.13199  -0.003
H47 2.39329 0.47496 -2.32491  0.000
H48 4.11418 -6.26804 0.28271  0.002
H49 -5.40674 1.17324 0.74497  0.000
H50 -3.55322 2.90686 -3.54797  -0.003
H51 -1.76946 -3.28102 -2.38674  0.001

As for the largest force on an atom: 4.2 eV/Å. Its electronic energy is -129494.1548 eV. As for the charge: +4. The calculation puts the gap between HOMO and LUMO (spin up / spin down) at 7.8 / 3.8 eV. The spin multiplicity is 5.